{"formula": "C4H5O2P", "method": "wB97M-V/def2-TZVPD", "spin_multiplicity": 1, "homo_lumo_gap_ev": 8.55, "species": ["C", "C", "C", "C", "O", "O", "P", "H", "H", "H", "H", "H"], "coordinates": [[0.0892, 2.3295, 0.0885], [1.2725, 1.8694, 0.4471], [-1.8961, 0.8059, -0.4022], [-0.6717, 1.1090, 0.0320], [-3.0096, 0.5074, -0.6342], [-1.4613, -0.5911, 2.0689], [0.8824, 0.0995, 0.4301], [-0.2727, 3.2468, -0.3037], [2.2223, 2.3719, 0.7090], [-1.6038, -0.1050, 2.8791], [-2.2151, -0.8810, 1.6957], [1.2886, -0.3941, -0.7693]], "nbo_charge": [-0.17, -0.51, 0.73, -0.60, -0.47, -0.94, 0.62, 0.22, 0.22, 0.48, 0.47, -0.05]}